The following is a quantum chemistry calculation of a structure of composition C43H46N3NiO6P, from the OMol25 dataset.

For the LUMO energy, the calculation gives 0.018 eV. As for the multiplicity: 1. The calculation puts the total energy at -4131.572960 a.u. The energy above the lowest of the compared OMol25 structures with the same formula, charge and spin comes out at 0.0 kcal/mol. Its HOMO-LUMO gap is 0.2785 Eh.

Last column: Löwdin charge in e.
Cartesian coordinates (Å):
1 Ni -0.115 -0.160 1.775  0.220
2 P -0.677 1.742 0.714  1.148
3 O 0.910 -2.379 3.248  0.023
4 O 1.610 -0.214 -0.022  0.012
5 O -1.283 -1.950 3.410  -0.136
6 O -1.035 -1.264 0.464  -0.046
7 O 1.916 0.920 3.305  0.016
8 O -0.154 1.260 4.071  -0.119
9 N -2.973 0.904 2.547  0.121
10 N 4.969 -0.989 -0.182  -0.088
11 N 3.833 -0.310 -0.641  0.045
12 C -1.982 -3.934 -2.701  -0.003
13 C -2.444 5.067 2.373  -0.095
14 C -1.769 2.843 1.673  -0.275
15 C -1.696 0.263 -2.935  -0.070
16 C -4.974 -2.165 -0.185  -0.036
17 C 3.671 -0.099 -2.030  -0.185
18 C 4.118 -0.701 -4.309  -0.086
19 C 2.854 0.943 -2.460  -0.006
20 C 0.428 2.028 5.127  -0.067
21 C 2.665 4.449 -0.947  -0.087
22 C -0.991 0.702 -1.828  -0.097
23 C -3.329 -4.144 -2.966  -0.250
24 C 3.324 -1.267 1.347  0.092
25 C 4.306 -0.923 -2.953  -0.025
26 C -2.527 -2.573 -0.804  -0.093
27 C 6.189 -0.197 -0.299  -0.019
28 C -1.651 1.352 -0.782  -0.335
29 C 1.435 4.408 -1.590  -0.084
30 C 1.863 2.874 0.689  -0.074
31 C 2.657 1.138 -3.817  -0.071
32 C -3.073 0.453 -3.007  -0.085
33 C -3.763 -4.967 -4.145  -0.045
34 C -0.074 -2.985 -1.416  -0.017
35 C -4.275 -3.562 -2.126  -0.008
36 C -2.768 2.283 2.492  -0.336
37 C 5.661 -2.123 1.929  -0.015
38 C -3.899 -2.783 -1.045  -0.197
39 C 2.764 -0.546 0.227  -0.367
40 C -3.732 1.095 -1.972  -0.086
41 C 4.625 -1.479 1.076  -0.258
42 C 0.727 0.747 3.157  -0.513
43 C 2.874 3.685 0.192  -0.072
44 C 0.625 2.831 0.049  -0.342
45 C -1.551 -3.154 -1.636  -0.172
46 C -3.605 3.138 3.213  -0.039
47 C -3.448 4.511 3.153  -0.089
48 C 3.289 0.322 -4.747  -0.096
49 C -0.010 -1.657 2.945  -0.432
50 C -2.156 -1.706 0.305  -0.125
51 C -3.024 1.546 -0.861  -0.073
52 C -1.618 4.228 1.644  -0.073
53 C -1.382 -3.110 4.241  -0.082
54 C 0.419 3.603 -1.093  -0.096
55 H -0.537 3.569 -1.602  0.112
56 H -4.901 -1.077 -0.174  0.075
57 H 2.013 1.945 -4.147  0.105
58 H -4.917 -2.512 0.848  0.088
59 H -3.548 2.044 -0.053  0.102
60 H 6.215 -2.880 1.373  0.088
61 H 2.381 1.586 -1.731  0.089
62 H -1.173 -0.243 -3.739  0.109
63 H -2.105 0.367 2.563  0.031
64 H -0.401 2.353 5.751  0.086
65 H -2.947 -5.583 -4.521  0.076
66 H 2.752 -1.586 2.204  0.099
67 H 0.959 2.894 4.730  0.089
68 H 3.140 0.485 -5.806  0.099
69 H 7.028 -0.797 0.045  0.086
70 H -4.803 1.253 -2.024  0.104
71 H -2.434 -3.202 4.506  0.082
72 H 3.459 5.073 -1.337  0.102
73 H 0.074 0.526 -1.754  0.087
74 H -4.097 -4.320 -4.959  0.086
75 H -3.548 0.629 3.329  0.096
76 H -2.305 6.139 2.331  0.098
77 H 6.374 -1.388 2.308  0.085
78 H 1.128 1.426 5.707  0.088
79 H 4.931 -1.734 -2.603  0.112
80 H -5.330 -3.722 -2.322  0.118
81 H -1.240 -4.396 -3.343  0.116
82 H -0.777 -2.995 5.141  0.088
83 H -1.045 -4.001 3.711  0.086
84 H 1.265 5.001 -2.480  0.104
85 H 0.237 -1.948 -1.544  0.069
86 H 6.124 0.724 0.290  0.101
87 H 0.215 -3.252 -0.399  0.097
88 H 3.833 3.709 0.695  0.106
89 H -0.835 4.660 1.036  0.097
90 H 6.352 0.055 -1.345  0.082
91 H -3.626 0.098 -3.867  0.103
92 H 0.476 -3.612 -2.118  0.081
93 H 2.046 2.256 1.559  0.085
94 H -4.106 5.148 3.731  0.102
95 H -2.942 -1.404 1.003  0.121
96 H 5.178 -2.593 2.783  0.089
97 H 4.615 -1.341 -5.027  0.102
98 H -4.597 -5.619 -3.883  0.081
99 H -4.380 2.707 3.838  0.108
100 H -5.957 -2.433 -0.571  0.078